29
Properties=species:S:1:pos:R:3:lowdin_charge:R:1 method="wB97M-V/def2-TZVPD" total_charge=-2 multiplicity=1 total_energy_ev=-66298.49451 max_force_ev_per_a=17.20 homo_lumo_gap_ev=2.084 e_lumo_ev=4.79
Hg 0.71188 -1.07576 -1.41253 0.102
Cl 0.00712 -3.01909 -1.04275 -0.097
Cl 2.58258 -1.83720 -1.23026 -0.190
Cl 0.67548 -1.55783 -3.40241 -0.124
Cl 1.12237 0.85326 -1.64959 -0.061
C 1.16244 2.95435 2.51660 -0.160
O 0.98344 1.91602 1.60974 -0.201
C 1.05693 0.63523 2.19776 -0.222
C 1.36751 -0.41759 1.10650 -0.250
N 0.26353 -0.98480 0.30561 -0.493
C -0.89481 -0.12489 0.30597 -0.302
C -1.85314 -0.71552 -0.72783 -0.278
O -1.26522 -1.01911 -1.97008 -0.613
C -2.00802 -0.64354 -3.10938 -0.180
H 2.15734 3.08271 2.94298 0.073
H 0.59229 2.63746 3.38987 0.067
H 0.81003 3.92699 2.17324 0.081
H 0.18016 0.44387 2.81644 0.104
H 1.82670 0.54576 2.96427 0.106
H 2.05418 -1.20233 1.42393 0.096
H 2.03150 -0.03174 0.33298 -0.002
H -0.07909 -1.85002 0.69821 0.035
H -0.59619 0.88248 0.01584 0.056
H -1.54910 -0.01673 1.17101 0.096
H -2.75579 -0.11506 -0.84079 0.115
H -2.01431 -1.68380 -0.25394 0.075
H -2.13659 0.43487 -3.20208 0.078
H -2.96033 -1.17354 -3.09181 0.076
H -1.47288 -0.84447 -4.03747 0.012